1.
# C34H36N8O8Ti

A molecular structure, C34H36N8O8Ti (the ωB97M-V functional and the def2-TZVPD basis, the OMol25 dataset).

CARTESIAN COORDINATES (ANGSTROEM)
1 Ti -1.114 0.071 1.392
2 C 5.149 2.131 2.468
3 C 3.893 1.358 2.224
4 C 3.739 0.587 1.071
5 C 2.581 -0.146 0.849
6 C 2.457 -1.299 0.056
7 N 3.146 -1.745 -0.972
8 C 3.996 -1.010 -1.916
9 C 3.259 0.117 -2.638
10 C 2.052 -0.271 -3.494
11 N 0.943 -0.825 -2.705
12 C 0.182 -1.817 -3.087
13 C -0.820 -2.453 -2.326
14 C -1.553 -3.507 -2.925
15 C -2.497 -4.214 -2.238
16 C -3.308 -5.318 -2.865
17 C -2.668 -3.885 -0.879
18 C -2.010 -2.859 -0.233
19 C -2.248 -2.750 1.207
20 N -1.929 -1.829 2.033
21 C -2.088 -2.167 3.467
22 C -2.593 -1.013 4.329
23 C -1.477 -0.091 4.812
24 N -0.516 0.186 3.742
25 C 0.654 0.557 4.052
26 C 1.705 0.707 3.031
27 C 2.882 1.344 3.236
28 C 1.355 0.152 1.678
29 O 0.503 -0.912 1.745
30 C -1.089 -2.055 -0.980
31 O -0.488 -1.045 -0.494
32 H 5.860 2.019 1.653
33 H 5.622 1.805 3.396
34 H 4.922 3.194 2.583
35 H 4.593 0.480 0.411
36 H 1.650 -1.953 0.374
37 H 2.841 -2.650 -1.298
38 H 4.372 -1.753 -2.618
39 H 4.862 -0.601 -1.398
40 H 3.980 0.599 -3.300
41 H 2.948 0.873 -1.916
42 H 2.323 -1.010 -4.250
43 H 1.700 0.622 -4.012
44 H 0.709 -0.416 -1.797
45 H 0.388 -2.213 -4.079
46 H -1.343 -3.756 -3.961
47 H -3.042 -5.454 -3.911
48 H -4.373 -5.086 -2.818
49 H -3.153 -6.267 -2.350
50 H -3.364 -4.484 -0.298
51 H -2.734 -3.636 1.621
52 H -1.106 -2.497 3.819
53 H -2.767 -3.017 3.546
54 H -3.096 -1.426 5.205
55 H -3.334 -0.447 3.770
56 H -0.941 -0.562 5.642
57 H -1.895 0.848 5.179
58 H 0.943 0.709 5.096
59 H 3.079 1.847 4.178
60 O -3.767 -0.694 -1.638
61 C -3.002 0.087 -1.122
62 O -2.631 0.056 0.145
63 C -2.395 1.240 -1.880
64 C -2.768 1.703 -3.068
65 C -2.111 2.903 -3.643
66 C -1.172 3.614 -3.010
67 C -0.727 3.207 -1.661
68 C -1.308 1.900 -1.133
69 N 0.787 3.409 -1.332
70 O 1.482 4.112 -2.074
71 O 1.461 2.054 -0.859
72 H -3.571 1.223 -3.613
73 H -2.440 3.226 -4.623
74 H -0.721 4.492 -3.453
75 H -0.529 1.168 -0.950
76 O -1.337 2.903 2.943
77 N -2.391 2.352 3.024
78 O -2.429 1.192 2.383
79 N -1.759 2.534 0.137
80 C -1.053 3.763 -0.230
81 C 0.434 3.678 0.135
82 C 1.110 2.345 0.529
83 N 0.475 1.247 1.158
84 H -2.767 2.650 0.137
85 H -1.538 4.714 -0.031
86 H 0.894 4.567 0.556
87 H 2.028 2.591 1.068

Computed properties:
<S²> ... 0.7884
Total charge ... +1
LUMO level (alpha / beta) ... -3.4 / -5.0 eV
Energy relative to the best compared isomer or geometry (same formula, charge and spin) ... 183.30 kcal per mole
Spin multiplicity ... 2
Frontier orbital gap (alpha / beta) ... 7.06 / 5.61 eV
HOMO energy (alpha / beta) ... -10.50 / -10.60 eV

Mulliken population analysis, charges in e, atoms 1 to 2: -1.667 -1.682

=====

2.
# C34H36NO2

5 unconnected molecules or ions with the total composition C34H36NO2 (the ωB97M-V functional and the def2-TZVPD basis, the OMol25 dataset).

CARTESIAN COORDINATES (ANGSTROEM)
1 C -0.871 -2.208 -1.489
2 C -0.164 -0.879 -1.376
3 C 1.218 -0.879 -1.165
4 C 1.986 0.284 -1.091
5 C 1.333 1.488 -1.245
6 C -0.040 1.514 -1.452
7 C -0.826 0.351 -1.514
8 C -2.309 0.537 -1.754
9 C -3.264 -0.224 -0.843
10 N -4.366 0.706 -0.449
11 C -3.904 -1.451 -1.530
12 O -4.129 -1.371 -2.751
13 O -4.228 -2.376 -0.752
14 H -1.430 -2.302 -2.415
15 H -0.152 -3.015 -1.394
16 H -1.585 -2.327 -0.681
17 H 1.735 -1.825 -1.055
18 H 3.054 0.246 -0.947
19 H 1.871 2.427 -1.218
20 H -0.549 2.461 -1.575
21 H -2.504 1.597 -1.581
22 H -2.527 0.345 -2.803
23 H -2.765 -0.538 0.067
24 H -5.183 0.128 -0.273
25 H -4.613 1.215 -1.293
26 C -3.858 -3.944 4.901
27 C -3.272 -2.814 4.347
28 C -3.354 -2.588 2.979
29 C -4.024 -3.484 2.156
30 C -4.611 -4.612 2.716
31 C -4.528 -4.845 4.084
32 H -3.795 -4.122 5.968
33 H -2.753 -2.107 4.984
34 H -2.896 -1.706 2.546
35 H -4.083 -3.292 1.086
36 H -5.136 -5.313 2.080
37 H -4.985 -5.728 4.514
38 C 5.553 1.729 -3.145
39 C 4.297 2.239 -3.442
40 C 4.119 3.610 -3.569
41 C 5.197 4.469 -3.406
42 C 6.454 3.958 -3.112
43 C 6.631 2.588 -2.979
44 H 5.691 0.660 -3.042
45 H 3.454 1.571 -3.568
46 H 3.137 4.007 -3.792
47 H 5.057 5.538 -3.507
48 H 7.295 4.628 -2.985
49 H 7.610 2.189 -2.744
50 C -2.456 3.693 0.935
51 C -3.712 4.183 0.607
52 C -3.917 5.553 0.509
53 C -2.866 6.432 0.733
54 C -1.608 5.940 1.057
55 C -1.404 4.571 1.160
56 H -2.299 2.624 1.008
57 H -4.525 3.492 0.427
58 H -4.898 5.936 0.256
59 H -3.025 7.500 0.652
60 H -0.787 6.625 1.228
61 H -0.425 4.185 1.413
62 C 2.921 -3.961 2.394
63 C 3.888 -4.941 2.568
64 C 5.044 -4.921 1.801
65 C 5.236 -3.917 0.862
66 C 4.270 -2.935 0.689
67 C 3.112 -2.958 1.454
68 H 2.017 -3.979 2.988
69 H 3.739 -5.724 3.301
70 H 5.796 -5.689 1.933
71 H 6.138 -3.900 0.263
72 H 4.418 -2.151 -0.043
73 H 2.357 -2.194 1.314

Computed properties:
Total charge ... -1
LUMO level ... 2.3 eV
Energy relative to the best compared isomer or geometry (same formula, charge and spin) ... 2.31 kcal per mole
Frontier orbital gap ... 7.13 eV
HOMO energy ... -4.80 eV

Mulliken population analysis, charges in e, atoms 1 to 2: -1.324 1.308

=====

Number 1: energy -87246.071 eV. Number 2: energy -41429.335 eV.